# 1
DFT (ωB97M-V/def2-TZVPD) results for a molecular structure, C5H9N3 at a distorted geometry.

Cartesian coordinates (Å):
C -0.095 0.197 1.789
C 0.405 0.646 0.453
C -0.285 1.950 -0.057
C -0.551 0.617 -0.712
C -0.613 -1.400 -0.587
H 0.652 0.503 2.489
H -1.075 0.580 1.955
H -0.035 -0.882 1.811
H -0.914 2.411 0.581
H 0.303 2.617 -0.698
H 0.286 0.438 -1.540
H -1.025 -2.451 -0.529
H 1.347 -2.138 -0.714
H 2.037 -0.186 0.783
N -1.539 -0.455 -0.701
N 0.776 -1.325 -0.486
N 1.514 -0.071 -0.164

Output
Relative energy (zero: lowest compared OMol25 entry of this formula, charge and spin), eV: 5.408
Gap between HOMO and LUMO, eV: 9.3
LUMO energy, eV: 0.9438
Strongest force on any atom, eV/Å: 4.95

Löwdin population analysis, charges in e, atoms 1 to 8:
1. C -0.0337
2. C -0.4959
3. C 0.0227
4. C -0.3215
5. C -0.2589
6. H 0.0740
7. H 0.0863
8. H 0.0725

=====

# 2
DFT (ωB97M-V/def2-TZVPD) results for a molecular structure, C12Cl10Cs at a distorted geometry.

Cartesian coordinates (Å):
Cs 0.693 -1.513 -1.603
Cl 4.270 -0.918 -0.960
C 3.513 -0.913 0.689
C 2.190 -1.039 0.943
C 1.510 -1.040 2.096
Cl -0.314 -1.132 2.059
C 2.290 -0.946 3.273
Cl 1.501 -0.757 4.808
C 3.698 -0.817 3.101
Cl 4.721 -0.660 4.526
C 4.333 -0.909 1.864
Cl 6.036 -1.012 1.708
Cl -3.134 -2.300 -1.792
C -3.009 -0.540 -2.074
C -1.860 0.143 -2.129
C -1.635 1.510 -2.201
Cl 0.066 2.127 -2.126
C -2.781 2.322 -2.131
Cl -2.565 4.037 -2.078
C -4.051 1.691 -2.054
Cl -5.448 2.695 -1.850
C -4.223 0.307 -2.061
Cl -5.802 -0.335 -2.007

Output
Gap between HOMO and LUMO, eV: 6.5
LUMO energy, eV: 1.8032
Net charge: -1
Strongest force on any atom, eV/Å: 4.06

Löwdin population analysis, charges in e, atoms 1 to 8:
1. Cs 0.8941
2. Cl 0.4958
3. C -0.6940
4. C -0.3650
5. C -0.6961
6. Cl 0.5188
7. C -0.6856
8. Cl 0.6255

=====

# 3
DFT (ωB97M-V/def2-TZVPD) results for a molecular structure, C34H41F3HgN7O14RbS at a distorted geometry.

Cartesian coordinates (Å):
Hg 0.932 -0.915 -3.830
Rb 3.232 2.259 -1.855
C -1.098 0.660 -0.248
F -1.863 -0.426 -0.331
F -1.314 1.514 -1.270
F -1.364 1.290 0.887
S 0.681 0.131 -0.314
O 0.811 -0.870 0.718
O 0.915 -0.374 -1.686
O 1.446 1.336 -0.047
C -2.008 -1.430 -5.043
O -1.146 -1.567 -4.135
N -3.271 -1.157 -4.831
C -4.136 -1.018 -6.024
C -3.870 -0.958 -3.520
H -1.763 -1.527 -6.104
H -3.929 -1.679 -6.860
H -4.076 0.024 -6.336
H -5.163 -1.218 -5.724
H -4.075 0.098 -3.336
H -4.799 -1.519 -3.469
H -3.197 -1.257 -2.719
C 0.284 2.377 -4.464
O 0.160 1.211 -4.020
N -0.736 3.139 -4.802
C -0.464 4.522 -5.268
C -2.096 2.650 -4.963
H 1.249 2.888 -4.572
H -1.320 4.900 -5.817
H 0.368 4.469 -5.969
H -0.245 5.194 -4.442
H -2.849 3.406 -4.750
H -2.267 2.289 -5.978
H -2.247 1.849 -4.240
C 4.814 0.664 1.233
O 5.090 1.519 0.390
N 4.595 -0.625 0.937
C 4.069 -1.548 1.928
C 4.698 -1.193 -0.399
H 4.694 0.817 2.313
H 4.120 -1.099 2.918
H 4.586 -2.509 1.957
H 3.018 -1.787 1.744
H 5.238 -0.570 -1.109
H 5.282 -2.101 -0.247
H 3.696 -1.391 -0.796
C 2.447 3.923 3.724
C 2.881 3.544 4.984
C 2.820 2.243 5.428
C 2.284 1.309 4.543
C 1.813 1.671 3.296
C 1.949 2.974 2.822
N 2.138 -0.086 4.963
O 1.759 -0.892 4.140
O 2.428 -0.358 6.101
H 2.571 4.939 3.372
H 3.456 4.261 5.557
H 3.186 1.874 6.374
H 1.449 0.895 2.634
H 1.611 3.207 1.824
C -0.605 5.569 -0.804
C -0.404 4.791 0.338
C -0.314 5.435 1.563
C -0.453 6.807 1.623
C -0.651 7.583 0.494
C -0.709 6.955 -0.737
N -0.556 7.407 2.978
O -0.842 8.589 3.014
O -0.316 6.713 3.938
H -0.730 5.126 -1.788
H -0.293 3.721 0.225
H -0.233 4.849 2.469
H -0.731 8.650 0.658
H -0.829 7.529 -1.644
C -1.565 -2.673 2.196
C -2.907 -3.011 2.102
C -3.360 -4.214 2.614
C -2.508 -5.060 3.283
C -1.192 -4.652 3.478
C -0.711 -3.473 2.959
N -2.990 -6.310 3.850
O -2.274 -6.876 4.648
O -4.084 -6.700 3.511
H -1.236 -1.768 1.706
H -3.618 -2.314 1.680
H -4.408 -4.432 2.453
H -0.497 -5.260 4.045
H 0.334 -3.220 3.069
C 1.955 -5.284 0.279
C 1.496 -6.583 0.369
C 0.155 -6.866 0.156
C -0.768 -5.837 -0.029
C -0.318 -4.531 -0.177
C 1.052 -4.291 -0.095
N -2.166 -6.232 -0.144
O -2.439 -7.392 -0.266
O -2.989 -5.339 -0.115
H 2.965 -5.026 0.568
H 2.112 -7.431 0.638
H -0.171 -7.894 0.230
H -1.050 -3.756 -0.356
H 1.377 -3.269 -0.252

Output
Relative energy (zero: lowest compared OMol25 entry of this formula, charge and spin), eV: 0.000
Gap between HOMO and LUMO, eV: 2.8
LUMO energy, eV: -9.8447
Net charge: +2
Strongest force on any atom, eV/Å: 3.04

Löwdin population analysis, charges in e, atoms 1 to 8:
1. Hg 1.3771
2. Rb 0.8974
3. C -0.6420
4. F 0.1495
5. F 0.1154
6. F 0.1802
7. S 0.4978
8. O -0.2524

=====

# 4
DFT (ωB97M-V/def2-TZVPD) results for C18H21N3O4 in the gas phase.

Cartesian coordinates (Å):
C 4.203 1.509 0.237
C 2.923 1.514 -0.528
C 2.304 2.861 -0.770
C 1.101 3.065 0.172
O 1.012 4.006 0.926
N 0.176 2.101 0.027
C -1.016 2.004 0.833
C -2.198 1.631 -0.004
C -2.312 0.817 -1.092
C -3.682 0.835 -1.456
C -4.294 1.652 -0.560
O -3.403 2.140 0.321
N 2.246 0.551 -1.011
N 2.478 -0.795 -0.876
C 2.831 -1.541 0.198
O 3.355 -1.146 1.217
C 2.461 -3.017 -0.013
O 1.278 -3.188 -0.757
C 0.093 -2.761 -0.200
C -1.049 -2.980 -0.968
C -2.285 -2.579 -0.506
C -2.421 -1.950 0.726
C -3.767 -1.541 1.241
C -1.276 -1.735 1.478
C -0.027 -2.129 1.030
H 4.427 0.535 0.662
H 4.151 2.245 1.036
H 5.012 1.799 -0.436
H 3.018 3.663 -0.592
H 1.923 2.925 -1.790
H 0.417 1.315 -0.564
H -1.183 2.976 1.306
H -0.873 1.253 1.626
H -1.532 0.266 -1.575
H -4.137 0.311 -2.270
H -5.315 1.958 -0.444
H 1.956 -1.299 -1.588
H 3.248 -3.502 -0.600
H 2.405 -3.504 0.967
H -0.942 -3.471 -1.923
H -3.160 -2.757 -1.114
H -4.182 -2.331 1.867
H -3.694 -0.639 1.844
H -4.457 -1.360 0.420
H -1.356 -1.252 2.442
H 0.834 -1.936 1.650

Output
Relative energy (zero: lowest compared OMol25 entry of this formula, charge and spin), eV: 3.228
Gap between HOMO and LUMO, eV: 9.2
LUMO energy, eV: 0.6802
Strongest force on any atom, eV/Å: 0.92

Löwdin population analysis, charges in e, atoms 1 to 8:
1. C -0.0040
2. C -0.3064
3. C -0.0431
4. C -0.4909
5. O 0.0693
6. N 0.0777
7. C -0.0792
8. C -0.2572

=====

# 5
DFT (ωB97M-V/def2-TZVPD) results for a molecular structure, C14H24AlBr5FIO5P at a distorted geometry.

Cartesian coordinates (Å):
C 0.841 0.554 1.226
C -0.537 0.640 1.779
C -1.817 -0.311 1.352
C -3.074 0.774 1.537
C -2.829 2.132 0.592
O -2.926 1.965 -0.755
Br -2.462 3.934 1.380
O -1.468 -0.615 -0.077
Al -0.604 -2.322 -0.243
P -0.983 -3.170 -2.370
O -2.364 -2.386 -3.101
I 0.973 -2.357 -3.711
O -1.590 -2.956 1.230
C -1.980 -1.794 2.095
C -1.108 -2.101 3.448
O -0.625 -3.522 3.461
C 0.630 -3.540 4.239
C -3.596 -2.155 2.329
C -3.847 -3.645 2.963
F -4.183 -2.200 0.937
H 1.409 1.567 0.977
H 1.446 -0.445 1.057
H -0.759 1.501 2.571
H -3.048 1.167 2.646
H -4.107 0.344 1.195
H 0.907 -2.433 0.216
H -1.957 -1.702 -3.739
H -1.804 -1.957 4.399
H -0.152 -1.444 3.591
H 1.511 -3.278 3.478
H 0.638 -2.759 5.140
H 0.863 -4.589 4.738
H -4.142 -1.367 3.008
H -4.968 -3.645 3.374
H -3.173 -3.922 3.878
H -3.838 -4.439 2.091
Br 3.231 0.889 -0.661
C 2.619 1.039 -2.506
C 1.925 2.359 -2.747
Br 0.119 2.351 -2.010
H 1.983 0.171 -2.704
H 3.526 0.964 -3.113
H 1.794 2.537 -3.818
H 2.447 3.211 -2.303
Br 5.660 3.818 -2.812
C 5.048 3.968 -4.658
C 4.354 5.288 -4.898
Br 2.548 5.281 -4.161
H 4.412 3.101 -4.855
H 5.955 3.893 -5.264
H 4.223 5.466 -5.969
H 4.876 6.140 -4.454

Output
Gap between HOMO and LUMO, eV: 6.5
LUMO energy, eV: 1.7851
Net charge: -1
Strongest force on any atom, eV/Å: 9.67

Löwdin population analysis, charges in e, atoms 1 to 8:
1. C -0.1052
2. C -0.0966
3. C -0.3323
4. C -0.0902
5. C -0.6161
6. O -0.1330
7. Br 0.5756
8. O -0.2609

=====

# 6
DFT (ωB97M-V/def2-TZVPD) results for a gas-phase ion, C5H10N3O2S (charge +1) at a distorted geometry.

Cartesian coordinates (Å):
C -1.009 1.699 1.078
C -1.255 0.975 -1.292
C 0.390 1.266 1.234
C 1.840 -1.436 -0.760
C 0.584 -1.912 -0.028
N -1.555 1.736 -0.191
N -0.719 -0.249 -1.159
N -0.431 -0.869 0.051
O -1.608 2.061 2.071
O 0.838 1.141 2.428
S -1.637 1.531 -2.814
H 1.101 1.178 0.427
H 2.731 -1.776 -0.241
H 1.881 -1.816 -1.777
H 1.879 -0.350 -0.808
H 0.815 -2.175 1.004
H 0.181 -2.805 -0.522
H -2.328 2.387 -0.304
H -0.552 -0.759 -2.025
H -1.272 -1.179 0.541
H 0.127 1.351 3.086

Output
Relative energy (zero: lowest compared OMol25 entry of this formula, charge and spin), eV: 2.369
Gap between HOMO and LUMO (spin up / spin down), eV: 5.8 / 5.8
LUMO energy (spin up / spin down), eV: -6.7239 / -6.7209
Net charge: +1
Strongest force on any atom, eV/Å: 2.57

Löwdin population analysis, charges in e, atoms 1 to 8:
1. C -0.4028
2. C -0.8494
3. C 0.0702
4. C -0.0612
5. C -0.2100
6. N 0.1134
7. N -0.0213
8. N -0.0396

=====

# 7
DFT (ωB97M-V/def2-TZVPD) results for C23H23ClN6O2S in the gas phase.

Cartesian coordinates (Å):
C -2.867 -2.188 1.240
C -2.020 -1.039 1.653
N -1.319 -1.031 2.769
N -0.677 0.136 2.813
C 0.130 0.467 3.956
C -0.490 1.575 4.771
C -1.836 1.504 5.110
C -2.426 2.515 5.846
C -1.676 3.606 6.254
C -0.334 3.680 5.923
C 0.255 2.671 5.181
C -0.952 0.921 1.743
C -0.396 2.289 1.605
C -1.822 0.178 0.960
N -2.461 0.478 -0.254
C -1.969 1.169 -1.295
O -0.895 1.742 -1.326
C -2.889 1.177 -2.509
S -3.003 -0.510 -3.247
C -1.529 -1.191 -2.604
N -1.479 -2.178 -1.754
N -0.194 -2.397 -1.480
C 0.543 -1.534 -2.152
C 1.991 -1.512 -2.078
C 2.731 -0.369 -2.378
C 4.110 -0.411 -2.357
Cl 5.009 1.020 -2.734
C 4.782 -1.584 -2.041
C 4.058 -2.705 -1.699
C 2.662 -2.689 -1.681
O 2.027 -3.800 -1.296
N -0.272 -0.750 -2.918
C 0.040 0.251 -3.896
H -3.917 -1.896 1.188
H -2.555 -2.549 0.260
H -2.761 -2.987 1.967
H 0.193 -0.449 4.551
H 1.139 0.746 3.635
H -2.416 0.649 4.792
H -3.473 2.452 6.104
H -2.137 4.395 6.828
H 0.255 4.529 6.238
H 1.302 2.735 4.921
H -0.982 3.000 2.191
H 0.631 2.323 1.963
H -0.415 2.591 0.562
H -3.293 -0.076 -0.413
H -3.909 1.452 -2.242
H -2.504 1.868 -3.257
H 2.235 0.565 -2.585
H 5.860 -1.608 -2.045
H 4.554 -3.620 -1.420
H 1.061 -3.624 -1.224
H -0.771 0.282 -4.627
H 0.132 1.230 -3.420
H 0.969 -0.008 -4.401

Output
Relative energy (zero: lowest compared OMol25 entry of this formula, charge and spin), eV: 0.406
Gap between HOMO and LUMO, eV: 8.6
LUMO energy, eV: 0.3400
Strongest force on any atom, eV/Å: 0.94

Löwdin population analysis, charges in e, atoms 1 to 8:
1. C -0.0317
2. C -0.2890
3. N 0.1283
4. N -0.1254
5. C -0.0854
6. C -0.2214
7. C -0.0331
8. C -0.0792

=====

# 8
DFT (ωB97M-V/def2-TZVPD) results for a molecular structure, C28H44CrN3O5PS at a distorted geometry.

Cartesian coordinates (Å):
Cr 0.120 -0.232 0.287
N -1.616 0.266 1.611
C -2.392 1.468 1.171
C -2.933 1.316 -0.248
C -1.815 1.118 -1.240
O -1.532 1.886 -2.115
O -1.128 -0.045 -1.030
H -2.233 -0.538 1.623
H -1.330 0.403 2.575
H -1.727 2.321 1.211
H -3.213 1.657 1.855
H -3.483 2.210 -0.522
H -3.610 0.459 -0.306
O 1.458 2.276 2.513
N 1.101 1.479 1.713
O 1.283 0.173 1.862
O 0.507 1.747 0.610
S 0.624 -4.434 1.816
C 0.852 -2.799 1.424
N -0.087 -2.232 0.722
C -1.125 -3.146 0.450
C -2.313 -2.897 -0.240
C -3.206 -3.932 -0.408
C -2.943 -5.213 0.099
C -1.783 -5.470 0.794
C -0.884 -4.419 0.967
H 1.729 -2.258 1.764
H -2.511 -1.917 -0.647
H -4.128 -3.753 -0.947
H -3.662 -6.008 -0.055
H -1.577 -6.453 1.202
C 5.626 -3.223 -1.215
C 5.532 -2.187 -0.096
C 4.513 -1.081 -0.451
C 3.380 -1.622 -1.351
C 3.102 -3.080 -0.943
C 4.283 -3.964 -1.376
P 1.891 -0.536 -1.439
C 2.451 1.201 -1.750
C 3.257 1.854 -0.616
C 3.089 3.380 -0.702
C 3.057 3.849 -2.172
C 3.855 2.885 -3.046
C 3.191 1.491 -3.077
C 1.022 -1.044 -3.004
C 0.048 -2.226 -2.817
C -0.554 -2.599 -4.170
C 0.520 -3.221 -5.087
C 1.928 -2.765 -4.675
C 1.933 -1.298 -4.245
H 6.427 -3.933 -1.011
H 5.895 -2.717 -2.148
H 6.505 -1.734 0.093
H 5.241 -2.689 0.834
H 5.031 -0.274 -0.968
H 4.098 -0.656 0.470
H 3.734 -1.638 -2.385
H 2.172 -3.468 -1.349
H 3.011 -3.119 0.144
H 4.146 -4.268 -2.416
H 4.284 -4.879 -0.778
H 1.481 1.709 -1.794
H 4.309 1.599 -0.739
H 2.991 1.491 0.372
H 3.915 3.859 -0.173
H 2.168 3.678 -0.194
H 3.455 4.859 -2.255
H 2.026 3.893 -2.536
H 4.872 2.806 -2.652
H 3.948 3.264 -4.064
H 3.960 0.738 -3.265
H 2.480 1.450 -3.903
H 0.393 -0.172 -3.193
H -0.735 -1.955 -2.118
H 0.551 -3.105 -2.412
H -0.968 -1.692 -4.625
H -1.388 -3.288 -4.034
H 0.333 -2.935 -6.124
H 0.464 -4.311 -5.048
H 2.626 -2.901 -5.503
H 2.302 -3.389 -3.853
H 1.560 -0.689 -5.074
H 2.955 -0.980 -4.083

Output
Relative energy (zero: lowest compared OMol25 entry of this formula, charge and spin), eV: 0.000
Gap between HOMO and LUMO (spin up / spin down), eV: 8.0 / 8.4
LUMO energy (spin up / spin down), eV: -4.0046 / -3.4576
Net charge: +1
Multiplicity: 2
Expectation value of S²: 0.76
Strongest force on any atom, eV/Å: 1.36

Löwdin population analysis, charges in e, atoms 1 to 8:
1. Cr 0.7228
2. N 0.0090
3. C -0.1802
4. C -0.0718
5. C -0.5318
6. O 0.1490
7. O -0.2203
8. H 0.1018